The following is a quantum chemistry calculation of a structure of composition C67H49GaIO22 at a distorted geometry, from the Open Molecules 2025 dataset.

Geometry (Å):
1 C -1.428 -2.288 1.104
2 Ga -3.326 -1.585 1.128
3 I -5.088 -3.556 0.960
4 H -0.866 -1.899 0.248
5 H -0.937 -1.904 2.010
6 H -1.338 -3.380 1.149
7 H -3.631 -0.663 -0.132
8 H -3.609 -0.810 2.500
9 C 0.424 -3.666 -3.824
10 C -0.129 -2.704 -3.091
11 C -1.560 -2.766 -2.701
12 O -2.076 -1.873 -2.064
13 C -2.334 -3.963 -3.110
14 C -1.781 -4.929 -3.839
15 C -0.361 -4.847 -4.263
16 O 0.148 -5.724 -4.934
17 H 1.464 -3.639 -4.121
18 H 0.417 -1.839 -2.743
19 H -3.365 -3.997 -2.781
20 H -2.332 -5.804 -4.156
21 C 4.196 -0.169 -2.832
22 C 4.729 0.946 -2.342
23 C 4.479 1.356 -0.939
24 O 4.961 2.385 -0.499
25 C 3.637 0.480 -0.094
26 C 3.094 -0.631 -0.584
27 C 3.327 -1.033 -1.991
28 O 2.827 -2.041 -2.445
29 H 4.355 -0.498 -3.848
30 H 5.359 1.601 -2.928
31 H 3.475 0.809 0.922
32 H 2.455 -1.278 0.004
33 C 8.820 -0.412 -5.359
34 C 10.145 -0.365 -5.278
35 C 10.828 -0.010 -4.014
36 O 12.040 0.047 -3.945
37 C 9.980 0.299 -2.836
38 C 8.653 0.256 -2.915
39 C 7.970 -0.105 -4.185
40 O 6.759 -0.137 -4.248
41 H 8.299 -0.653 -6.276
42 H 10.788 -0.569 -6.124
43 H 10.502 0.559 -1.923
44 H 8.011 0.478 -2.071
45 C 3.299 4.603 1.130
46 C 3.773 5.737 1.635
47 C 3.505 6.131 3.036
48 O 3.955 7.161 3.499
49 C 2.676 5.217 3.860
50 C 2.200 4.081 3.359
51 C 2.482 3.685 1.955
52 O 2.060 2.640 1.504
53 H 3.498 4.284 0.116
54 H 4.386 6.418 1.058
55 H 2.491 5.527 4.880
56 H 1.596 3.394 3.937
57 C -0.625 3.066 -0.433
58 C -1.547 4.023 -0.454
59 C -2.841 3.829 -1.154
60 O -3.677 4.712 -1.177
61 C -3.069 2.528 -1.819
62 C -2.148 1.566 -1.803
63 C -0.845 1.765 -1.117
64 O 0.020 0.916 -1.126
65 H 0.328 3.177 0.066
66 H -1.407 4.980 0.033
67 H -4.027 2.404 -2.308
68 H -2.297 0.602 -2.270
69 C -3.420 -9.351 -0.409
70 C -3.305 -9.543 0.901
71 C -3.760 -8.514 1.874
72 O -3.654 -8.705 3.068
73 C -4.342 -7.263 1.330
74 C -4.457 -7.073 0.017
75 C -4.009 -8.099 -0.952
76 O -4.119 -7.937 -2.151
77 H -3.096 -10.084 -1.138
78 H -2.882 -10.446 1.324
79 H -4.662 -6.519 2.048
80 H -4.877 -6.164 -0.397
81 C 11.688 3.448 -5.363
82 C 12.273 4.489 -4.776
83 C 11.480 5.650 -4.298
84 O 12.012 6.599 -3.766
85 C 10.008 5.604 -4.496
86 C 9.423 4.563 -5.082
87 C 10.218 3.407 -5.563
88 O 9.684 2.452 -6.091
89 H 12.245 2.588 -5.714
90 H 13.342 4.542 -4.615
91 H 9.451 6.459 -4.136
92 H 8.353 4.505 -5.236
93 C -6.557 -1.916 -5.473
94 C -5.513 -2.688 -5.761
95 C -5.359 -4.031 -5.149
96 O -4.404 -4.732 -5.406
97 C -6.404 -4.476 -4.195
98 C -7.447 -3.703 -3.905
99 C -7.610 -2.365 -4.527
100 O -8.567 -1.664 -4.277
101 H -6.694 -0.934 -5.907
102 H -4.732 -2.383 -6.446
103 H -6.260 -5.453 -3.750
104 H -8.220 -4.003 -3.209
105 C -8.532 -2.228 3.800
106 C -7.227 -2.265 4.066
107 C -6.721 -2.002 5.440
108 O -5.541 -2.040 5.708
109 C -7.726 -1.693 6.495
110 C -9.026 -1.659 6.219
111 C -9.528 -1.924 4.850
112 O -10.722 -1.885 4.614
113 H -8.922 -2.414 2.807
114 H -6.499 -2.486 3.293
115 H -7.337 -1.499 7.487
116 H -9.772 -1.432 6.967
117 C 7.621 3.190 4.371
118 C 8.741 3.455 5.037
119 C 9.238 4.846 5.187
120 O 10.261 5.086 5.793
121 C 8.436 5.932 4.569
122 C 7.315 5.669 3.903
123 C 6.822 4.277 3.751
124 O 5.800 4.039 3.144
125 H 7.238 2.185 4.246
126 H 9.341 2.681 5.498
127 H 8.816 6.938 4.696
128 H 6.709 6.444 3.449
129 C -12.233 0.323 6.938
130 C -13.231 0.807 6.204
131 C -13.278 2.238 5.816
132 O -14.191 2.684 5.154
133 C -12.164 3.109 6.270
134 C -11.165 2.625 7.003
135 C -11.123 1.195 7.398
136 O -10.209 0.758 8.065
137 H -12.177 -0.719 7.225
138 H -14.047 0.190 5.853
139 H -12.216 4.148 5.969
140 H -10.341 3.239 7.344

Atoms 1-3, force components in eV/Å:
0.053 -0.068 0.357
0.745 0.751 -0.022
-0.263 -0.199 -0.068

maximum force: 1.058 eV/A
HOMO: -5.39 eV
orbital gap: 4.5 eV
charge: -1

Here are the Löwdin charges for atoms 1 to 6, given in e: number 1, C, carries -0.32; number 2, Ga, carries -0.08; number 3, I, carries 0.21; number 4, H, carries -0.04; number 5, H, carries -0.03; number 6, H, carries -0.02

The following is a quantum chemistry calculation of a structure of composition C67H58Br2N13O4S3Ti at a distorted geometry, from the Open Molecules 2025 dataset.

Geometry (Å):
1 Ti 2.068 -0.058 0.354
2 O 2.646 -2.240 3.689
3 C 2.357 -3.522 3.344
4 C 2.412 -4.504 4.328
5 C 2.124 -5.820 4.009
6 C 1.762 -6.171 2.715
7 C 1.706 -5.186 1.742
8 C 2.012 -3.862 2.032
9 C 2.004 -2.822 0.937
10 O 1.563 -1.569 1.393
11 N 3.349 -2.726 0.347
12 N 3.555 -1.384 -0.097
13 C 4.409 -1.261 -1.120
14 C 4.705 -0.057 -1.737
15 Br 4.152 1.532 -0.703
16 C 5.224 0.232 -2.976
17 C 5.243 -0.661 -4.118
18 C 6.109 -0.386 -5.187
19 C 6.120 -1.174 -6.322
20 C 5.261 -2.260 -6.436
21 C 4.388 -2.541 -5.392
22 C 4.380 -1.758 -4.253
23 H 2.270 -1.681 2.969
24 H 2.683 -4.213 5.334
25 H 2.175 -6.577 4.780
26 H 1.535 -7.199 2.470
27 H 1.440 -5.444 0.722
28 H 1.312 -3.162 0.149
29 H 4.042 -2.970 1.053
30 H 4.863 -2.157 -1.537
31 H 5.631 1.222 -3.137
32 H 6.780 0.460 -5.113
33 H 6.805 -0.940 -7.126
34 H 5.272 -2.877 -7.323
35 H 3.701 -3.376 -5.468
36 H 3.680 -1.979 -3.462
37 C 1.495 3.527 -2.214
38 O 1.116 3.517 -0.844
39 C 0.269 4.509 -0.451
40 C -0.199 5.509 -1.283
41 C -1.145 6.410 -0.797
42 Br -1.762 7.781 -1.946
43 C -1.669 6.291 0.465
44 C -1.218 5.259 1.299
45 C -0.195 4.422 0.876
46 O 0.343 3.518 1.742
47 C -1.998 4.994 2.517
48 N -3.138 5.584 2.777
49 C -3.622 4.944 3.901
50 C -4.814 5.143 4.598
51 C -5.076 4.323 5.677
52 C -4.172 3.322 6.071
53 C -2.983 3.117 5.400
54 C -2.729 3.945 4.311
55 N -1.686 4.014 3.417
56 H 2.091 4.414 -2.445
57 H 0.611 3.501 -2.858
58 H 2.087 2.632 -2.374
59 H 0.163 5.607 -2.294
60 H -2.458 6.937 0.817
61 H 0.578 2.676 1.324
62 H -5.506 5.915 4.292
63 H -5.991 4.454 6.238
64 H -4.412 2.703 6.926
65 H -2.289 2.345 5.708
66 H -0.883 3.417 3.325
67 N 1.394 -0.212 -1.555
68 S 0.278 -0.509 -2.440
69 N -1.289 -0.339 -1.947
70 S -1.946 -1.125 -0.786
71 N -1.361 -1.204 0.640
72 S -0.821 0.123 1.441
73 N 0.289 0.883 0.847
74 C -2.265 1.134 1.707
75 C -2.444 2.190 0.828
76 C -3.533 3.033 1.002
77 C -4.408 2.826 2.057
78 C -4.221 1.756 2.925
79 C -3.151 0.895 2.751
80 C -0.550 -0.583 3.050
81 C -0.950 -1.852 3.427
82 C -0.706 -2.263 4.729
83 C -0.081 -1.410 5.627
84 C 0.310 -0.138 5.232
85 C 0.083 0.283 3.932
86 C -2.199 -2.851 -1.142
87 C -3.023 -3.161 -2.219
88 C -3.247 -4.492 -2.518
89 C -2.647 -5.485 -1.752
90 C -1.821 -5.157 -0.687
91 C -1.592 -3.827 -0.365
92 C -3.593 -0.456 -0.767
93 C -3.998 0.505 -1.678
94 C -5.300 0.978 -1.603
95 C -6.163 0.488 -0.634
96 C -5.738 -0.476 0.273
97 C -4.443 -0.959 0.212
98 C 0.367 -2.155 -3.132
99 C 1.313 -3.000 -2.578
100 C 1.452 -4.281 -3.099
101 C 0.662 -4.684 -4.164
102 C -0.271 -3.815 -4.721
103 C -0.425 -2.541 -4.204
104 C 0.252 0.527 -3.877
105 C 1.487 0.621 -4.512
106 C 1.609 1.451 -5.612
107 C 0.513 2.178 -6.060
108 C -0.709 2.075 -5.415
109 C -0.850 1.240 -4.315
110 H -1.728 2.355 0.031
111 H -3.667 3.878 0.341
112 H -5.224 3.516 2.217
113 H -4.897 1.610 3.756
114 H -2.994 0.078 3.442
115 H -1.423 -2.514 2.715
116 H -0.992 -3.259 5.036
117 H 0.112 -1.742 6.637
118 H 0.807 0.518 5.933
119 H 0.403 1.262 3.595
120 H -3.483 -2.380 -2.809
121 H -3.888 -4.757 -3.347
122 H -2.829 -6.525 -1.988
123 H -1.357 -5.933 -0.094
124 H -0.957 -3.553 0.463
125 H -3.306 0.886 -2.411
126 H -5.634 1.735 -2.298
127 H -7.175 0.863 -0.579
128 H -6.413 -0.848 1.031
129 H -4.095 -1.701 0.919
130 H 1.948 -2.655 -1.774
131 H 2.194 -4.947 -2.680
132 H 0.781 -5.676 -4.577
133 H -0.871 -4.132 -5.563
134 H -1.139 -1.853 -4.639
135 H 2.344 0.074 -4.140
136 H 2.565 1.535 -6.112
137 H 0.615 2.829 -6.918
138 H -1.557 2.649 -5.763
139 H -1.793 1.162 -3.798
140 N 4.318 3.356 3.920
141 N 4.071 2.129 3.344
142 N 4.944 1.148 3.399
143 C 4.345 0.231 2.650
144 N 3.172 0.664 2.182
145 N 3.007 1.900 2.640
146 H 4.811 3.187 4.790
147 H 3.421 3.805 4.069
148 H 4.751 -0.743 2.448

Atoms 1-3, force components in eV/Å:
1.639 -0.349 -0.551
-0.039 0.032 -0.074
-0.012 0.022 0.017

maximum force: 1.764 eV/A
ΔE to the lowest compared entry with this formula, charge and spin: 0.0 kJ/mol
HOMO (alpha / beta): -7.37 / -7.29 eV
orbital gap (alpha / beta): 4.8 / 4.7 eV
charge: +1

Here are the Löwdin charges for atoms 1 to 6, given in e: number 1, Ti, carries 0.70; number 2, O, carries 0.04; number 3, C, carries -0.27; number 4, C, carries -0.01; number 5, C, carries -0.08; number 6, C, carries -0.09